DFT (wB97M-V/def2-TZVPD) results for a single C6H9ClS molecule in a non-equilibrium geometry.

Its SMILES is C=C(Cl)C/C=C(/C)S. Its spin multiplicity is 1. The calculation puts the LUMO energy at 0.7 eV. For the energy above the lowest of the compared OMol25 structures with the same formula, charge and spin, the calculation gives 39.8 kcal per mole.

Cartesian coordinates (Å):
C: -0.433 0.395 -0.224
C: -1.204 -0.662 -0.299
C: 0.545 0.713 0.845
C: 1.926 0.776 0.339
C: -2.416 -0.740 -1.236
C: 3.072 1.193 0.918
S: -0.934 -2.027 0.730
Cl: 1.924 -0.212 -1.060
H: -0.681 1.082 -0.999
H: 0.357 1.717 1.324
H: 0.551 -0.017 1.650
H: -3.029 -1.650 -1.077
H: -1.982 -0.577 -2.293
H: -2.915 0.161 -1.082
H: 4.058 0.860 0.553
H: 2.984 1.667 1.949
H: -1.822 -2.680 -0.036

=====

DFT (wB97M-V/def2-TZVPD) results for a 2-piece molecular cluster, C6H9F overall in a non-equilibrium geometry.

Its spin multiplicity is 1. The calculation puts the LUMO energy at 0.6 eV. For the energy above the lowest of the compared OMol25 structures with the same formula, charge and spin, the calculation gives 99.7 kcal per mole.

Cartesian coordinates (Å):
C: -1.695 1.226 0.252
C: -2.110 -0.126 0.498
C: -0.709 0.347 -0.045
C: 1.654 0.929 -0.067
C: 0.871 -1.487 -0.142
C: 0.607 -0.084 -0.618
F: -3.730 -0.770 -0.056
H: -1.889 2.355 0.315
H: -2.174 -0.716 1.340
H: 1.425 1.974 -0.579
H: 2.735 0.661 -0.357
H: 1.543 1.087 1.004
H: 1.403 -2.157 -0.772
H: -0.185 -1.921 0.149
H: 1.666 -1.485 0.707
H: 0.589 0.167 -1.629

=====

DFT (wB97M-V/def2-TZVPD) results for C6H9F11FeN4O19S5 as an isolated structure in a non-equilibrium geometry.

Its spin multiplicity is 7. The calculation puts the LUMO energy (alpha / beta) at 4.2 / 3.0 eV. Its expectation value of S² is 12.02. The charge is -2.

Cartesian coordinates (Å):
Fe: -18.372 -20.427 27.008
C: -19.676 -18.611 31.173
F: -20.730 -19.372 31.275
F: -19.940 -17.527 30.406
F: -19.373 -18.187 32.398
S: -18.306 -19.679 30.263
O: -18.211 -20.969 30.957
O: -18.672 -19.828 28.811
O: -17.057 -18.928 30.362
C: -14.001 -20.888 28.654
F: -13.047 -21.768 28.832
F: -14.095 -20.024 29.624
F: -13.641 -20.069 27.660
S: -15.588 -21.930 28.287
O: -16.161 -22.297 29.608
O: -16.601 -21.096 27.565
O: -15.290 -23.074 27.421
C: -20.329 -16.163 26.691
F: -19.993 -16.240 28.005
F: -21.674 -16.039 26.511
F: -19.719 -15.197 26.167
S: -19.724 -17.705 25.734
O: -18.858 -17.284 24.619
O: -19.003 -18.694 26.555
O: -20.996 -18.382 25.287
N: -18.968 -23.576 30.032
S: -20.518 -23.444 30.333
O: -21.230 -24.734 30.329
O: -21.162 -22.294 29.805
F: -20.407 -23.093 31.818
S: -19.336 -23.514 28.287
O: -18.950 -22.222 27.724
O: -20.488 -24.078 27.583
F: -18.070 -24.413 27.920
C: -23.250 -19.313 27.854
N: -22.223 -20.380 27.515
O: -22.659 -21.480 27.193
O: -21.009 -20.140 27.570
H: -23.795 -19.142 26.925
H: -22.742 -18.423 28.223
H: -23.976 -19.812 28.496
C: -21.162 -22.198 24.132
N: -20.146 -21.167 24.332
O: -19.595 -21.039 25.400
O: -19.874 -20.420 23.435
H: -21.978 -21.712 23.598
H: -21.570 -22.628 25.047
H: -20.547 -22.818 23.480
C: -16.207 -18.797 23.387
N: -16.227 -19.881 24.423
O: -15.273 -20.620 24.575
O: -17.179 -19.909 25.192
H: -16.818 -18.032 23.865
H: -16.712 -19.097 22.468
H: -15.180 -18.581 23.094

=====

DFT (wB97M-V/def2-TZVPD) results for an isolated ion of composition C6H9F3N3 and charge +1 in a non-equilibrium geometry.

Its SMILES is CC(=[NH2+])/C(F)=C(/F)C(F)=C(N)N. Its spin multiplicity is 1. The calculation puts the LUMO energy at -4.3 eV. For the energy above the lowest of the compared OMol25 structures with the same formula, charge and spin, the calculation gives 23.9 kcal per mole. The charge is +1.

Cartesian coordinates (Å):
C: 1.201 -0.319 -1.123
C: 1.372 -0.705 0.214
C: 0.265 0.456 -1.675
C: 0.405 -1.227 1.010
C: -0.823 1.515 -1.083
C: 0.823 -1.805 2.277
N: -1.629 2.126 -1.906
N: -0.858 1.790 0.229
N: -0.903 -1.208 0.734
F: 2.279 -0.666 -1.792
F: 2.656 -0.806 0.545
F: 0.222 0.538 -3.023
H: 1.592 -1.166 2.620
H: 1.339 -2.847 2.276
H: 0.158 -2.028 3.065
H: -1.575 1.793 -2.875
H: -2.277 2.806 -1.719
H: -1.447 2.587 0.470
H: -0.037 1.777 0.702
H: -1.245 -0.774 -0.163
H: -1.517 -1.838 1.218

=====

DFT (wB97M-V/def2-TZVPD) results for a 2-piece molecular cluster, C6H9F4O3S overall in a non-equilibrium geometry.

Its spin multiplicity is 1. The calculation puts the LUMO energy at 3.5 eV. The charge is -1.

Cartesian coordinates (Å):
C: 0.300 1.340 -2.452
C: 2.012 2.026 -0.947
C: -0.276 1.770 -0.014
C: 0.718 1.778 -1.107
C: -0.932 -1.147 1.564
C: -2.107 -1.654 0.807
O: 1.754 -1.336 1.737
O: 0.684 -1.943 -0.291
O: 0.499 -3.461 1.610
F: -1.020 -1.466 2.974
F: -2.322 -0.963 -0.275
F: -3.309 -1.570 1.549
F: -2.156 -2.940 0.399
S: 0.445 -2.083 1.111
H: 0.664 1.914 -3.304
H: 0.808 0.270 -2.665
H: -0.790 1.179 -2.463
H: 2.693 2.225 -1.689
H: 2.473 2.169 0.013
H: 1.607 -1.481 2.601
H: -0.753 2.824 0.151
H: 0.200 1.408 0.944
H: -1.195 1.141 -0.254

=====

DFT (wB97M-V/def2-TZVPD) results for an isolated ion of composition C6H9FN5O and charge +1 in a non-equilibrium geometry.

Its SMILES is [H]/N=C(\N)[C@@H](F)C(=O)N(C)C(=[NH2+])C#N. Its spin multiplicity is 1. The calculation puts the LUMO energy at -5.4 eV. For the energy above the lowest of the compared OMol25 structures with the same formula, charge and spin, the calculation gives 0.0 kcal per mole. The charge is +1.

Cartesian coordinates (Å):
C: -2.687 0.318 -0.086
C: 0.660 -1.265 -0.036
C: 1.397 1.210 -0.062
C: 1.469 -0.226 -0.715
C: -1.493 -0.233 -0.627
C: -1.130 -1.233 1.583
N: -3.737 0.633 0.247
N: -0.755 -0.924 0.202
N: 0.263 1.842 -0.206
N: 2.557 1.601 0.545
N: -1.228 -0.169 -1.933
O: 1.124 -2.234 0.546
F: 2.719 -0.678 -0.748
H: 1.075 0.034 -1.671
H: -0.575 -2.152 1.741
H: -0.655 -0.459 2.302
H: -2.237 -1.494 1.689
H: 0.011 2.571 0.338
H: 3.193 0.852 0.490
H: 2.574 2.381 1.217
H: -0.620 -0.827 -2.416
H: -1.926 0.452 -2.399

=====

DFT (wB97M-V/def2-TZVPD) results for C6H9FNO4V as an isolated structure in a non-equilibrium geometry.

Its spin multiplicity is 1. The calculation puts the LUMO energy at -4.8 eV.

Cartesian coordinates (Å):
C: -0.465 -1.713 -3.026
O: 0.756 -1.198 -2.486
C: 0.608 0.111 -1.945
C: 0.722 0.067 -0.373
C: -0.606 0.446 0.354
C: -1.835 -0.386 -0.089
F: -1.787 -1.697 0.384
O: 1.701 1.028 0.018
C: 2.175 0.641 1.212
N: 2.336 0.647 2.323
H: -0.200 -2.513 -3.760
H: -1.098 -2.219 -2.256
H: -1.042 -0.943 -3.594
H: 1.502 0.693 -2.285
H: -0.311 0.644 -2.277
H: -0.816 1.529 0.161
H: -0.421 0.354 1.455
H: -2.007 -0.345 -1.189
H: -2.735 0.100 0.365
O: 2.528 1.334 6.677
V: 1.176 1.581 5.668
O: -0.182 1.838 4.662

=====

DFT (wB97M-V/def2-TZVPD) results for C6H9FNO7Tl as an isolated structure in a non-equilibrium geometry.

Its spin multiplicity is 1. The calculation puts the LUMO energy at -14.1 eV. The charge is +2.

Cartesian coordinates (Å):
Tl: -0.549 2.371 -0.761
C: -5.294 6.632 -1.904
C: -4.061 5.921 -1.237
O: -4.141 5.234 -0.275
O: -3.000 5.915 -1.869
H: -6.197 6.403 -1.337
H: -5.459 6.239 -2.907
H: -5.163 7.711 -1.994
C: 5.717 -3.285 -1.092
C: 5.795 -2.858 0.367
O: 4.466 -2.414 0.678
C: 3.856 -2.077 -0.460
O: 2.890 -1.339 -0.571
O: 4.410 -2.792 -1.419
F: 6.607 -1.833 0.406
H: 5.861 -4.364 -1.160
H: 6.440 -2.856 -1.785
H: 6.193 -3.610 1.049
C: -3.192 -3.088 2.221
N: -1.948 -2.297 2.444
O: -1.127 -2.731 3.248
O: -1.816 -1.198 1.833
H: -3.542 -3.395 3.207
H: -2.908 -3.929 1.588
H: -3.840 -2.360 1.733

=====

DFT (wB97M-V/def2-TZVPD) results for an isolated ion of composition C6H9FNS2 and charge +1 in a non-equilibrium geometry.

Its SMILES is C[C@]([NH3+])(SF)c1cccs1. Its spin multiplicity is 1. The calculation puts the LUMO energy at -4.0 eV. For the energy above the lowest of the compared OMol25 structures with the same formula, charge and spin, the calculation gives 6.3 kcal per mole. The charge is +1.

Cartesian coordinates (Å):
C: -2.471 0.426 1.294
C: -1.006 0.180 1.302
C: -2.910 0.689 0.062
C: -0.433 0.147 0.104
C: 1.294 -1.632 0.077
C: 0.965 -0.167 -0.122
N: 1.424 0.292 -1.504
F: 1.746 2.234 0.113
S: -1.686 0.441 -1.117
S: 1.980 0.859 0.982
H: -3.125 0.356 2.149
H: -0.456 -0.215 2.159
H: -3.924 1.025 -0.358
H: 0.983 -2.209 -0.813
H: 2.309 -1.852 0.214
H: 0.756 -2.015 0.923
H: 1.134 -0.342 -2.236
H: 0.994 1.330 -1.610
H: 2.426 0.453 -1.621

=====

DFT (wB97M-V/def2-TZVPD) results for C6H9FO as an isolated structure in a non-equilibrium geometry.

Its spin multiplicity is 1. The calculation puts the LUMO energy at 1.0 eV. For the energy above the lowest of the compared OMol25 structures with the same formula, charge and spin, the calculation gives 36.0 kcal per mole.

Cartesian coordinates (Å):
C: -1.239 -0.544 1.141
C: -0.733 0.617 0.236
C: -1.177 1.918 0.322
C: 0.528 0.263 -0.577
C: 0.499 -0.990 -1.424
C: 1.707 -0.457 0.131
H: -1.567 -1.408 0.534
H: -2.072 -0.139 1.649
H: -0.402 -0.813 1.795
H: -0.745 2.745 -0.179
H: -2.017 2.218 1.054
H: 1.129 -0.721 -2.344
H: -0.470 -1.476 -1.624
H: 1.755 -0.527 1.237
H: 2.695 -0.268 -0.187
O: 1.222 -1.753 -0.467
F: 0.889 1.334 -1.294

=====

DFT (wB97M-V/def2-TZVPD) results for C6H9FO3Pb as an isolated structure in a non-equilibrium geometry.

Its spin multiplicity is 1. The calculation puts the LUMO energy at -10.6 eV. The charge is +2.

Cartesian coordinates (Å):
Pb: 2.267 -1.289 -4.348
O: -1.000 1.751 -4.034
H: -0.721 2.002 -4.940
H: -0.496 0.954 -3.665
H: -0.755 2.543 -3.502
F: 0.744 0.019 -3.070
C: 0.581 -0.362 2.981
C: 1.370 -0.238 1.873
C: 0.868 -0.374 0.607
C: -0.509 -0.472 0.421
C: -1.347 -0.466 1.512
C: -0.801 -0.479 2.818
O: -1.672 -0.487 3.847
O: 1.666 -0.441 -0.487
H: 1.063 -0.282 3.946
H: 2.441 -0.064 1.900
H: -0.986 -0.488 -0.552
H: -2.423 -0.546 1.449
H: -1.538 -1.130 4.553
H: 1.248 -0.152 -1.309

=====

DFT (wB97M-V/def2-TZVPD) results for a single C6H9I molecule in a non-equilibrium geometry.

Its spin multiplicity is 1. The calculation puts the LUMO energy (alpha / beta) at -0.1 / -0.5 eV. For the energy above the lowest of the compared OMol25 structures with the same formula, charge and spin, the calculation gives 157.4 kcal per mole.

Cartesian coordinates (Å):
C: 0.760 0.676 -2.133
C: 0.820 -1.531 -0.416
C: -0.312 1.274 -1.241
C: -0.342 0.776 0.215
C: -0.213 -0.713 0.336
C: -0.073 -1.186 1.839
I: 2.342 -0.159 -0.950
H: 0.416 0.079 -2.890
H: 0.115 2.380 -1.262
H: -1.388 1.089 -1.541
H: 0.513 1.221 0.959
H: -1.385 1.198 0.622
H: -1.202 -1.305 0.082
H: -0.452 -0.290 2.369
H: 1.040 -1.420 1.921
H: -0.640 -2.089 2.091